A:
ORCA calculation (wB97M-V/def2-TZVPD) on 2 unconnected molecules or ions with the total composition C5H12N3S.

ORCA input file:
```
! RIJCOSX wB97M-V def2-TZVPD def2/J DEFGRID3
* xyz 1 1
C -0.29236 1.56206 0.02371
C -0.68894 1.97159 1.19839
C -0.50162 -0.59949 1.58637
C 0.04239 1.89932 -1.33601
C -0.97983 3.40000 1.54523
N -0.14534 -0.45450 0.37203
N 0.14692 -1.30319 -0.58213
N 0.73603 -3.90166 -0.17576
S -0.94122 0.80047 2.49684
H -0.56159 -1.54746 2.10121
H 0.72278 1.16516 -1.77202
H 0.55965 2.86281 -1.35161
H -0.84849 1.95615 -1.96475
H -0.60910 3.62432 2.54248
H -2.05631 3.57022 1.53641
H -0.51529 4.07182 0.82807
H 0.66866 -0.89777 -1.34921
H 0.37769 -2.31970 -0.35523
H 1.43709 -4.14040 -0.86883
H -0.08667 -4.45898 -0.37990
H 1.09121 -4.19503 0.72943
*
```

Values from the calculation:
Gap between HOMO and LUMO ... 0.314 Eh

***

B:
ORCA calculation (wB97M-V/def2-TZVPD) on a gas-phase ion, C5H12N3S (charge +1).

ORCA input file:
```
! RIJCOSX wB97M-V def2-TZVPD def2/J DEFGRID3
* xyz 1 1
C -1.89569 0.86852 -0.76412
C 1.29362 0.05729 -0.20574
C 3.37745 -1.33914 -0.05317
C -3.46810 0.34296 0.93099
C 1.87269 -1.29962 -0.17803
N -0.72767 0.70489 -1.39275
N 0.24710 0.37659 -0.77748
N -2.11749 0.32624 0.51310
S 2.41323 1.34785 0.51400
H -2.31807 1.94070 -0.75208
H -2.51801 0.35418 -1.53760
H 3.62368 -1.12939 1.00284
H 3.80442 -0.68177 -0.76061
H 3.85184 -2.25024 -0.16468
H -3.50210 -0.07173 1.97421
H -3.81507 1.29615 1.00866
H -4.00065 -0.29572 0.35526
H 1.32699 -1.84624 0.66282
H 1.69551 -1.73574 -1.12108
H -1.51404 0.79855 1.19385
H 2.37035 2.23567 -0.44839
*
```

Values from the calculation:
Gap between HOMO and LUMO ... 0.292 Eh

***

It is A that is most stable; the runner-up trails by 191.6 kJ/mol.

***

A:
ORCA calculation (wB97M-V/def2-TZVPD) on 2 unconnected molecules or ions with the total composition CH2FNO2.

ORCA input file:
```
! RIJCOSX wB97M-V def2-TZVPD def2/J DEFGRID3
* xyz 0 3
C 0.33637 -0.35739 0.39784
N -0.84153 0.31093 -0.12307
O -0.73844 1.54173 0.08658
O -1.72298 -0.30474 -0.72874
F 0.33868 -1.65926 0.14629
H 1.92475 0.31862 -1.13776
H 0.70315 0.15012 1.35886
*
```

Values from the calculation:
Expectation value of S² ... 2.01
Gap between HOMO and LUMO (spin up / spin down) ... 0.357 / 0.332 Eh

***

B:
ORCA calculation (wB97M-V/def2-TZVPD) on 2 unconnected molecules or ions with the total composition CH2FNO2.

ORCA input file:
```
! RIJCOSX wB97M-V def2-TZVPD def2/J DEFGRID3
* xyz 0 3
C -1.33500 0.08307 -0.01489
N -0.39435 -0.39630 0.61676
O 0.62649 -0.77718 1.02164
O 2.61698 -0.25393 -0.16233
F 2.03378 0.74222 -0.88900
H -1.20531 0.64140 -0.93473
H -2.34258 -0.03928 0.36256
*
```

Values from the calculation:
Expectation value of S² ... 2.01
Gap between HOMO and LUMO (spin up / spin down) ... 0.331 / 0.282 Eh

***

It is A that is most stable; the runner-up trails by 90.7 kJ/mol.